(1)
Formula: C12H44N22O14
Source: the OMol25 dataset
Level of theory: ωB97M-V/def2-TZVPD

Calculated values
HOMO in eV: -1.3
Charge: -2
Energy relative to the best compared isomer or geometry (same formula, charge and spin) in eV: 11.646
Gap between HOMO and LUMO in Ha: 0.175

Last column: Mulliken charge in e.
Atoms and positions in Å:
O -4.90245 -4.38737 3.51825  -0.7120
O -0.67869 0.69392 0.65090  -0.8432
O 2.13519 3.30759 6.25084  -0.7251
O -6.44138 2.78837 -1.41916  -0.6946
O -1.23481 3.14333 -6.05149  -0.7217
O -2.96997 5.22134 3.58934  -0.7399
O 0.62604 -6.73521 0.80879  -0.7346
O 6.76513 1.67510 2.24314  -0.6563
O 1.75452 6.47517 -1.63968  -0.7194
O -2.18712 -3.85458 -5.87812  -0.7030
O -1.82377 -0.90654 -0.24901  -0.7353
O 0.02452 -0.38200 -1.09648  -0.8024
O 5.76808 -2.25921 -2.78682  -0.7060
O 1.84866 -2.69526 5.48282  -0.6267
N -4.64763 -3.46634 1.40434  -0.3914
N 1.32263 1.80288 4.69066  -0.2826
N 2.92438 -2.31204 3.66707  -0.3547
N -1.28279 -5.92508 -0.23467  -0.3486
N -0.15300 5.35016 -2.13708  -0.3188
N 0.19192 -4.61707 0.61442  -0.2035
N -0.09678 1.91422 -4.62088  -0.3213
N 3.71311 -3.73504 5.01193  -0.4245
N 6.79109 0.91546 0.13852  -0.2972
N -3.73543 -2.61943 3.21992  -0.3410
N -4.24449 2.59924 -1.70775  -0.3033
N -3.10752 3.22703 2.87202  -0.3460
N -5.40056 0.88485 -0.92670  -0.3924
N -0.94008 -3.39635 -4.12090  -0.3725
N 3.74926 -2.39749 -1.77410  -0.2660
N 1.40862 4.35687 -1.07028  -0.3253
N -1.86484 4.49007 1.78175  -0.2271
N 4.07358 -0.92920 -3.23974  -0.3516
N 2.04372 3.66829 4.05827  -0.3425
N -2.96497 -2.55103 -4.30683  -0.3470
N -1.95327 1.14855 -5.54641  -0.3235
N 4.90810 0.82826 1.40295  -0.3405
C -5.41389 2.14265 -1.40643  0.5311
C 6.22266 1.17468 1.29569  0.5839
C 4.56915 -1.99990 -2.66287  0.7429
C -1.07693 2.10583 -5.45568  0.6484
C -2.00050 -3.28339 -4.84951  0.6446
C -4.42605 -3.58386 2.74213  0.6612
C -0.82014 -0.19904 -0.22017  0.4471
C 1.81311 2.92951 5.10993  0.6851
C 1.04760 5.48155 -1.64482  0.7046
C -2.59694 4.36915 2.78806  0.7034
C -0.13737 -5.84447 0.46553  0.6980
C 2.72495 -2.94456 4.75402  0.7242
H 2.33392 4.40197 -0.66792  0.1711
H -5.14233 -4.23109 0.96785  0.1973
H 2.40249 -1.48441 3.41658  0.1638
H 0.83689 3.52430 -1.07809  0.1383
H -0.00630 1.11065 -4.01574  0.1581
H 3.59502 -4.41583 5.74860  0.2068
H -4.10825 -2.71230 1.00360  0.2101
H -3.85181 -2.44103 -4.77747  0.1775
H -4.29067 3.58276 -1.93284  0.2129
H -0.26130 -3.88182 -4.68983  0.2156
H 0.60049 2.63167 -4.48236  0.1969
H -1.76437 -5.04659 -0.36290  0.1845
H -4.39968 0.75103 -0.90569  0.1939
H -1.77073 0.33338 -4.97872  0.1639
H -0.77689 -2.67621 -3.43179  0.2313
H 1.61779 3.49100 3.15980  0.1517
H -0.58311 4.44219 -2.03371  0.1467
H 6.23855 0.51267 -0.60481  0.1274
H -3.52624 2.10320 -1.19966  0.2112
H -2.56902 2.47168 2.47258  0.1764
H 4.36854 0.64080 0.56999  0.1838
H 4.31566 1.13322 2.16196  0.1880
H -2.60633 1.20970 -6.31444  0.2010
H 3.08190 -0.86318 -3.05999  0.0640
H 4.58803 -3.59491 4.52719  0.1715
H 4.35211 -0.37923 -4.03978  0.2009
H -3.23880 -2.03338 2.56417  0.1574
H 7.73902 1.10596 -0.15340  0.1989
H -2.77320 -2.06582 -3.44201  0.1432
H -0.66733 6.18577 -2.37649  0.2063
H 2.91067 -1.85456 -1.62542  0.1411
H -1.63979 -6.81345 -0.55628  0.1829
H 0.92453 -4.25244 1.20640  0.1749
H -3.96941 3.07461 3.37602  0.1723
H 2.51963 4.53771 4.25245  0.1946
H -6.10811 0.63420 -0.25095  0.2150
H -1.68561 5.34562 1.27577  0.1587
H 3.64387 -2.67153 3.05617  0.1370
H 1.15949 1.11133 5.40846  0.1892
H 3.88606 -3.32671 -1.40271  0.1790
H -3.43595 -2.54930 4.18195  0.2086
H 0.89424 1.68134 3.78413  0.1383
H -1.64180 3.57231 1.42389  0.0905
H -0.51623 -3.96471 0.30938  0.0342

=====

(2)
Formula: C21H32BF2NO10S2
Source: the OMol25 dataset
Level of theory: ωB97M-V/def2-TZVPD

Calculated values
HOMO in eV: -5.5
Gap between HOMO and LUMO in Ha: 0.093

Last column: natural (NBO) charge in e.
Atoms and positions in Å:
S 4.32185 2.99703 5.37434  -0.0571
S 0.90193 -1.38141 2.30902  0.2808
F -1.46319 -4.45273 -2.49824  -0.3819
F -0.56930 -5.10276 2.34655  -0.4049
O 2.04846 6.18220 3.88161  -0.5529
O 1.31522 3.96704 4.75584  -0.5437
O -0.97931 1.59687 4.42230  -0.5383
O -3.24524 -0.85653 -5.48447  -0.9202
O 1.29317 1.52687 -4.92243  -0.9400
O 1.65587 1.53768 -2.42136  -0.7252
O 4.45623 0.39516 2.02500  -0.6684
O 3.59305 0.77432 -4.04289  -0.9312
O 0.06235 -0.30218 5.53009  -0.5084
O 4.15220 -0.67543 -0.10691  -0.5353
N 1.28688 0.10186 -0.30754  -0.4157
C 0.04707 -0.70222 -2.64822  -0.2715
C -5.15325 -1.19240 -6.73079  -0.6173
C 0.00234 -4.57269 1.05215  0.2189
C -1.10415 4.69632 4.24869  -0.6601
C 3.63472 0.19544 0.78977  0.7425
C -0.53077 0.16467 4.39834  0.7684
C 1.03147 0.35493 -1.80830  0.5700
C -4.21103 -0.16923 -6.07221  -0.0162
C -0.05862 2.25676 3.48320  -0.1073
C -0.35986 -2.18529 -0.30032  -0.0015
C 0.64769 -1.07616 0.44059  0.0811
C 0.21706 3.84578 3.77861  0.0837
C 3.91588 4.39027 4.15447  -0.6312
C 2.19243 1.00426 0.53834  -0.3312
C -3.12479 -2.43779 -2.85200  -0.7058
C -1.58363 -3.01299 -2.83220  0.1475
C 0.19639 -5.83893 -0.00443  -0.6614
C -0.73954 -0.73799 3.04569  -0.6508
C -1.06012 -3.43175 0.53154  -0.5024
C 2.34882 4.91400 4.27083  0.7822
C -0.65942 -2.01493 -1.90515  0.1125
B 2.20992 1.25302 -3.75954  1.3993
H -0.44668 2.04878 2.39811  0.1844
H -3.94038 0.53257 -6.87649  0.0897
H 1.32178 2.53025 -5.11524  0.5138
H 4.62202 5.29174 4.46206  0.2761
H 3.95699 1.02655 2.62261  0.4819
H -1.30647 -0.07827 2.22807  0.2669
H -0.94275 5.02664 5.37134  0.2526
H -1.17743 -2.89196 -3.94634  0.2358
H -0.87198 -6.33587 -0.12673  0.2360
H -3.28763 -1.86731 -1.84251  0.1914
H 0.61442 4.30855 2.75243  0.2032
H -1.18775 5.65696 3.54526  0.2371
H 0.98655 -6.56570 0.49255  0.2381
H -0.19758 -0.56506 -3.80206  0.3260
H 5.17724 2.05353 4.78115  0.1546
H 4.20536 1.59266 -4.05682  0.5132
H -2.09412 4.08497 4.12139  0.2333
H 1.73178 1.28756 1.57602  0.2581
H -5.60046 -1.87163 -5.99393  0.1796
H 1.05874 -4.09493 1.30118  0.1903
H 0.54731 -5.39923 -1.03213  0.2409
H 0.98442 1.68593 3.59070  0.1885
H -1.98096 -3.91824 -0.04843  0.2824
H -4.86206 0.46065 -5.44598  0.0769
H -5.97494 -0.66966 -7.23392  0.1671
H -1.54426 -2.96328 1.51724  0.2445
H -3.20910 -1.66157 -3.75439  0.3622
H -3.83188 -3.35641 -3.01645  0.2482
H -4.63779 -1.79646 -7.48804  0.1875
H -1.48044 -1.62521 3.29110  0.2866
H 2.48980 2.00478 0.00683  0.2850
H 4.18947 4.05762 3.04143  0.2614

=====

(3)
Formula: C3H6ClOP
Source: the OMol25 dataset
Level of theory: ωB97M-V/def2-TZVPD

Calculated values
HOMO (alpha / beta) in eV: -8.8 / -8.4
Energy relative to the best compared isomer or geometry (same formula, charge and spin) in eV: 6.848
Gap between HOMO and LUMO (alpha / beta) in Ha: 0.267 / 0.203

Last column: natural (NBO) charge in e.
Atoms and positions in Å:
Cl 1.17434 -2.61604 0.44791  -0.2711
P 0.71272 -0.70053 0.08817  0.9616
O 0.68558 2.41668 -0.59186  -0.2931
C 0.56075 0.13526 1.71018  -0.9348
C -0.85728 0.29325 -1.60412  -0.2863
C -0.72329 -0.80070 -0.91859  -0.6102
H -1.23035 -1.73246 -1.19920  0.2513
H -1.65140 0.64880 -2.27637  0.2186
H 0.25098 -0.36696 2.59401  0.2409
H -0.14759 1.14035 -1.30445  0.2140
H -0.17736 0.85346 1.29557  0.2587
H 1.40289 0.72888 1.75874  0.2503

=====

(4)
Formula: C6H6N2
Source: the OMol25 dataset
Level of theory: ωB97M-V/def2-TZVPD

Calculated values
HOMO in eV: -10.3
Energy relative to the best compared isomer or geometry (same formula, charge and spin) in eV: 1.730
SMILES string: C/C(C#N)=C(/C)C#N
Gap between HOMO and LUMO in Ha: 0.351

Last column: natural (NBO) charge in e.
Atoms and positions in Å:
N 2.66569 -1.11395 1.13158  -0.2680
N -2.13816 1.47045 -1.36094  -0.2681
C -1.18944 -1.70633 0.38235  -0.6403
C 0.56189 0.10982 0.10433  -0.0424
C 1.59598 -0.68830 0.74690  0.2377
C 0.92266 1.60658 -0.29601  -0.6163
C -0.69300 -0.31084 -0.08641  -0.0872
C -1.62942 0.63589 -0.65042  0.2439
H -1.85986 -2.00571 -0.52016  0.2380
H -0.27630 -2.40600 0.55341  0.2458
H -1.76519 -1.76505 1.36555  0.2468
H 1.77343 1.76551 -0.95899  0.2392
H 1.10875 2.16495 0.63005  0.2293
H -0.08545 1.86985 -0.66876  0.2415

=====

(5)
Formula: C4N2O4S
Source: the OMol25 dataset
Level of theory: ωB97M-V/def2-TZVPD

Calculated values
HOMO in eV: -0.3
Charge: -2
Energy relative to the best compared isomer or geometry (same formula, charge and spin) in eV: 0.000
Gap between HOMO and LUMO in Ha: 0.244

Last column: natural (NBO) charge in e.
Atoms and positions in Å:
S 1.75863 0.62580 0.36204  1.5707
O 2.27801 0.77296 -0.98531  -1.0379
O -0.26779 2.35727 -0.05140  -0.6824
O -1.98792 1.30669 -1.00876  -0.7075
O 2.63888 -0.38578 1.06900  -1.0593
N -0.16617 -2.00124 -1.63498  -0.4782
N -1.00694 -1.25619 2.26268  -0.4908
C -0.59078 -0.67788 1.30800  0.3565
C -0.93089 1.47061 -0.47100  0.9233
C -0.07142 -0.14857 0.09485  -0.7404
C -0.09736 -1.14112 -0.85420  0.3458

=====

(6)
Formula: C32H30N3O2PRu
Source: the OMol25 dataset
Level of theory: ωB97M-V/def2-TZVPD

Calculated values
Spin multiplicity: 5
HOMO (alpha / beta) in eV: -19.3 / -19.6
Charge: +4
Energy relative to the best compared isomer or geometry (same formula, charge and spin) in eV: 1.037
Gap between HOMO and LUMO (alpha / beta) in Ha: 0.243 / 0.120

Last column: Mulliken spin population.
Atoms and positions in Å:
Ru 1.05524 -0.33967 -1.03920  1.5778
P -0.85963 0.19090 0.44546  0.0398
O 1.70421 2.67336 -0.66875  0.0495
O -0.94152 -0.43017 -3.41634  0.0139
N -0.20623 -4.72247 1.00442  -0.0004
N 3.44933 -1.06031 3.26022  0.0256
N 2.44814 1.30055 -5.48285  0.0003
C -3.93563 2.90573 0.44154  -0.0283
C 4.35494 1.38044 3.63553  -0.0059
C 1.40865 1.54015 -0.81808  0.1204
C -4.24527 -2.91184 1.07146  0.0998
C 0.03560 2.44348 3.77183  0.1904
C -0.22535 -0.34311 -2.48215  -0.0313
C -2.71394 3.28310 -1.60263  0.2117
C -0.62125 -4.86368 -0.09205  0.0024
C 2.87324 -1.68733 0.06906  -0.0115
C 2.37069 2.41619 -5.84879  -0.0004
C 0.20593 -0.24221 3.01529  0.2077
C 3.36480 -0.43179 -1.89400  0.0788
C -3.03391 1.89785 0.80350  0.1502
C -1.80631 2.27744 -1.25548  -0.0172
C 0.34676 1.47516 4.71853  0.0048
C 2.29812 3.77990 -6.34384  0.0000
C -0.26981 0.70925 2.10306  0.0557
C -1.96931 1.57316 -0.04664  0.2109
C -2.10702 -1.13548 0.75794  0.1194
C -1.12535 -5.04980 -1.43298  0.0011
C -2.57601 -1.44719 2.04086  -0.0132
C -0.22735 2.07658 2.45014  0.2417
C -2.68188 -1.74421 -0.36826  0.0331
C -3.77516 3.59128 -0.75720  0.1611
C -3.64190 -2.34241 2.19263  0.0654
C 3.86028 0.04420 3.42456  0.0142
C 2.44435 -1.20119 -2.60618  -0.0510
C 1.88916 -2.32280 -1.99264  0.0245
C 2.10102 -2.56416 -0.66882  0.0951
C 3.56160 -0.64881 -0.55316  0.0943
C 0.47072 0.13635 4.33648  0.2423
C -3.76352 -2.61450 -0.20827  0.0009
H -4.47651 4.37257 -1.03969  0.0008
H -0.35109 -4.79812 -2.16475  -0.0003
H 0.51790 1.75464 5.75909  0.0071
H -1.43336 -6.08927 -1.59021  0.0000
H -0.01699 3.49365 4.05127  -0.0027
H 3.93368 0.36638 -2.42830  -0.0060
H -0.96803 2.03679 -1.92171  0.0054
H 2.54316 3.78142 -7.41287  0.0000
H 0.77080 -0.62046 5.05148  -0.0079
H 3.01077 4.40845 -5.81977  0.0000
H 3.51899 2.08838 3.63132  0.0054
H -2.57192 3.81080 -2.53811  -0.0046
H 4.87560 1.44355 4.59631  -0.0002
H 1.66547 -3.45264 -0.16513  0.0184
H -1.98965 -4.40193 -1.60558  0.0004
H 4.27223 -0.04611 0.01654  -0.0022
H -2.30729 -1.52486 -1.35895  -0.0144
H -5.09812 -3.59996 1.18966  -0.0027
H -2.12629 -1.00434 2.92202  0.0154
H 3.02539 -1.84753 1.16834  0.0054
H -4.23628 -3.05511 -1.08399  0.0012
H -0.42867 2.83560 1.69229  0.0144
H -4.76216 3.14011 1.11505  0.0018
H -3.99975 -2.58196 3.19326  0.0006
H 1.29829 4.18305 -6.21342  0.0000
H 2.28160 -0.97830 -3.67751  0.0007
H 5.05308 1.64631 2.83338  0.0002
H -3.16324 1.36532 1.74813  0.0048
H 1.29125 -3.04243 -2.60954  -0.0028
H 0.35472 -1.27597 2.69710  -0.0119

=====

(7)
Formula: C7H15NO2
Source: the OMol25 dataset
Level of theory: ωB97M-V/def2-TZVPD

Calculated values
HOMO in eV: -9.3
Energy relative to the best compared isomer or geometry (same formula, charge and spin) in eV: 3.582
Gap between HOMO and LUMO in Ha: 0.365

Last column: natural (NBO) charge in e.
Atoms and positions in Å:
O -1.42225 0.13166 -2.62538  -0.5469
O -0.29091 2.47323 -1.76731  -0.9460
N 0.84758 0.35832 -1.25603  -0.8212
C 1.19893 -0.96257 0.86546  -0.4119
C -1.95931 0.83408 0.66280  -0.6000
C -1.52712 -1.50662 -0.16317  -0.6028
C -1.04692 -0.05990 -0.17674  -0.1643
C 0.46823 0.16146 0.15250  -0.0357
C -0.86754 0.47745 -1.60439  0.8402
C 2.64409 -0.60209 1.19553  -0.6033
H -0.50459 2.88072 -0.92109  0.4519
H 2.68765 0.26891 1.86566  0.2057
H -0.88038 -2.15542 -0.76822  0.2233
H 3.14854 -1.43910 1.69747  0.2159
H 0.81155 1.81422 -1.46521  0.5060
H -1.53941 -1.89076 0.86597  0.2177
H -1.62328 1.88067 0.66281  0.2050
H -1.96130 0.48152 1.70315  0.2132
H 0.65084 -1.18449 1.79296  0.2072
H 3.22004 -0.36195 0.28977  0.2025
H -2.54449 -1.56471 -0.57228  0.2334
H 0.62130 1.09602 0.71873  0.1795
H 1.66903 -0.08326 -1.65277  0.4003
H 1.18363 -1.86395 0.23412  0.2059
H -2.98389 0.81658 0.26565  0.2244